Record 1
13
Properties=species:S:1:pos:R:3 method="wB97M-V/def2-TZVPD" e_above_lowest_ev=7.899 homo_lumo_gap_ev="6.863 / 8.601" total_energy_ha=-298.93176 lumo_energy_ev="-7.8488 / -6.4706" charge=+1
C 0.134 1.224 0.210
C -0.189 -2.568 -0.013
N 0.099 0.136 0.876
N -0.337 -1.348 -0.510
N 0.480 2.293 1.030
N -0.120 1.313 -1.107
H -0.269 -2.550 1.183
H 0.813 -2.872 -0.552
H -1.045 -3.217 -0.373
H 0.307 1.908 1.927
H 0.177 3.195 0.725
H -0.460 0.559 -1.655
H 0.410 1.928 -1.742

Record 2
174
Properties=species:S:1:pos:R:3 method="wB97M-V/def2-TZVPD" e_above_lowest_ev=123.708 homo_lumo_gap_ev=5.888 total_energy_ha=-3182.58869 lumo_energy_ev=-2.3661 charge=+1
C -1.087 2.246 -1.445
C -0.814 0.789 -0.789
N 0.477 0.693 0.233
C 0.239 1.753 1.326
C 0.584 -0.727 1.096
C -0.461 -0.814 2.302
C 1.864 1.040 -0.426
C 2.111 0.378 -1.725
O 2.130 -1.080 -1.616
C 3.452 -1.556 -1.874
H -0.235 2.616 -2.015
H -1.238 3.123 -0.815
H -1.889 2.139 -2.175
H -0.814 -0.071 -1.459
H -1.538 0.355 -0.100
H 0.394 2.800 1.063
H 1.106 1.650 1.979
H -0.664 1.629 1.924
H 1.619 -0.717 1.439
H 0.461 -1.674 0.570
H -1.496 -0.621 2.016
H -0.236 -0.130 3.121
H -0.572 -1.813 2.722
H 2.615 0.849 0.340
H 1.908 2.119 -0.575
H 2.992 0.758 -2.242
H 1.244 0.641 -2.331
H 4.144 -1.329 -1.062
H 3.853 -1.280 -2.849
H 3.442 -2.638 -2.002
C -0.179 -0.836 6.411
C 0.649 0.351 6.044
C 1.149 0.471 4.564
C 0.141 1.076 3.659
N -0.609 1.622 2.983
H -0.915 -1.047 5.635
H -0.687 -0.695 7.366
H 0.370 -1.775 6.480
H 1.410 0.326 6.825
H 0.173 1.291 6.321
H 1.137 -0.488 4.046
H 2.158 0.872 4.468
C 4.031 -0.510 1.035
C 4.257 -1.583 2.084
C 3.452 -2.850 1.794
C 2.052 -2.794 1.981
N 0.875 -2.703 2.121
H 3.052 -0.398 0.568
H 4.568 -0.574 0.089
H 4.098 0.504 1.428
H 3.996 -1.250 3.089
H 5.345 -1.638 2.058
H 3.706 -3.695 2.432
H 3.544 -3.257 0.787
C -1.684 3.256 4.517
C -0.273 3.641 4.069
C -0.260 4.274 2.652
C -0.820 3.356 1.626
N -1.150 2.636 0.786
H -1.570 2.774 5.487
H -2.273 2.523 3.965
H -2.335 4.105 4.726
H 0.269 2.698 4.131
H 0.137 4.444 4.682
H 0.729 4.557 2.292
H -0.966 5.094 2.526
C -3.649 -0.741 -2.006
C -3.636 -2.104 -1.274
C -2.334 -2.840 -1.394
C -1.287 -2.048 -0.704
N -0.507 -1.407 -0.113
H -4.405 -0.017 -1.701
H -3.558 -0.884 -3.083
H -2.749 -0.207 -1.704
H -4.438 -2.703 -1.703
H -3.968 -1.992 -0.242
H -1.839 -2.690 -2.354
H -2.250 -3.851 -0.996
C 0.859 3.850 -1.760
C 1.641 4.896 -0.992
C 1.227 6.274 -1.543
C 1.382 6.393 -3.027
N 1.571 6.528 -4.143
H -0.157 4.236 -1.669
H 0.814 2.888 -1.248
H 1.153 3.666 -2.793
H 2.682 4.725 -1.264
H 1.367 4.846 0.062
H 1.850 7.046 -1.092
H 0.224 6.632 -1.313
C 3.728 -5.265 -2.642
C 4.111 -3.738 -2.798
C 2.922 -2.869 -3.237
C 2.605 -3.294 -4.608
N 2.293 -3.670 -5.651
H 2.648 -5.371 -2.539
H 4.172 -5.589 -1.701
H 4.105 -5.993 -3.361
H 5.027 -3.732 -3.388
H 4.358 -3.492 -1.766
H 3.066 -1.805 -3.049
H 2.112 -3.039 -2.528
C -3.167 -0.611 0.795
C -4.068 0.472 1.350
C -3.441 1.407 2.474
C -3.276 0.671 3.716
N -3.077 0.042 4.666
H -3.205 -1.552 1.345
H -2.122 -0.301 0.795
H -3.351 -0.886 -0.243
H -5.081 0.117 1.542
H -4.334 1.153 0.542
H -4.076 2.275 2.648
H -2.442 1.677 2.130
N 3.905 2.169 -4.402
C 2.816 1.584 -3.849
C 2.458 2.198 -2.608
C 3.413 3.162 -2.410
C 4.349 3.042 -3.424
H 4.227 2.077 -5.354
H 2.245 0.891 -4.448
H 1.479 2.195 -2.151
H 3.300 3.952 -1.683
H 5.349 3.447 -3.474
N -0.993 -3.157 1.969
C -2.168 -3.622 1.583
C -1.963 -4.490 0.499
C -0.496 -4.590 0.327
C 0.046 -3.737 1.240
H -0.853 -2.593 2.795
H -3.069 -3.294 2.081
H -2.765 -4.940 -0.068
H 0.051 -5.142 -0.423
H 1.033 -3.498 1.609
N -0.083 -1.968 -2.198
C -0.364 -3.312 -2.425
C 0.232 -3.578 -3.625
C 0.919 -2.474 -4.162
C 0.777 -1.519 -3.168
H -0.526 -1.515 -1.412
H -0.860 -3.889 -1.660
H 0.095 -4.514 -4.146
H 1.360 -2.425 -5.147
H 1.103 -0.490 -3.127
N -2.367 -1.657 3.932
C -2.259 -2.955 3.936
C -0.907 -3.210 3.935
C -0.159 -2.021 3.832
C -1.120 -1.011 3.871
H -3.263 -1.207 4.050
H -3.186 -3.505 3.869
H -0.473 -4.194 3.843
H 0.919 -1.984 3.790
H -1.140 0.046 3.650
N -1.678 1.599 -3.461
C -2.601 1.352 -4.378
C -2.684 0.028 -4.519
C -1.787 -0.600 -3.723
C -1.375 0.361 -2.851
H -1.469 2.538 -3.151
H -3.082 2.149 -4.925
H -3.348 -0.460 -5.217
H -1.533 -1.649 -3.678
H -0.909 0.363 -1.877
N -3.364 1.542 -2.179
C -2.921 1.402 -0.847
C -2.776 2.678 -0.376
C -3.044 3.600 -1.391
C -3.372 2.873 -2.516
H -3.645 0.738 -2.721
H -2.937 0.514 -0.233
H -2.519 2.781 0.668
H -2.965 4.677 -1.394
H -3.715 3.237 -3.474

Record 3
52
Properties=species:S:1:pos:R:3 method="wB97M-V/def2-TZVPD" e_above_lowest_ev=0.000 homo_lumo_gap_ev=9.237 total_energy_ha=-1644.17955 lumo_energy_ev=0.1386 smiles="Cc1ccc(S(=O)(=O)NCCC(c2ccccc2)c2ccccc2)cc1C(=O)O"
C -3.462 -3.252 -1.103
C -3.079 -1.897 -0.607
C -3.513 -0.765 -1.292
C -3.178 0.508 -0.871
C -2.412 0.660 0.268
C -1.969 -0.434 0.972
C -2.282 -1.721 0.537
C -1.748 -2.875 1.297
O -2.125 -4.017 1.220
O -0.740 -2.525 2.115
H -0.433 -3.304 2.605
H -1.394 -0.284 1.871
S -1.951 2.290 0.838
O -2.136 2.351 2.258
O -2.587 3.261 -0.004
N -0.331 2.319 0.511
H -0.092 2.826 -0.321
C 0.669 2.211 1.545
C 1.576 0.988 1.378
H 2.289 0.985 2.204
H 0.983 0.077 1.447
C 2.340 1.011 0.039
C 3.549 0.095 0.110
C 4.601 0.463 0.945
C 5.728 -0.327 1.065
C 5.829 -1.505 0.343
C 4.798 -1.872 -0.502
C 3.668 -1.079 -0.620
H 2.884 -1.378 -1.298
H 4.870 -2.783 -1.079
H 6.707 -2.126 0.434
H 6.531 -0.022 1.719
H 4.539 1.387 1.503
C 1.420 0.709 -1.115
C 1.344 1.588 -2.189
C 0.494 1.342 -3.253
C -0.284 0.198 -3.268
C -0.203 -0.695 -2.214
C 0.634 -0.438 -1.144
H 0.677 -1.144 -0.328
H -0.794 -1.598 -2.226
H -0.944 -0.001 -4.099
H 0.444 2.042 -4.074
H 1.957 2.479 -2.193
H 2.729 2.028 -0.095
H 1.280 3.121 1.577
H 0.118 2.138 2.486
H -3.505 1.390 -1.398
H -4.123 -0.890 -2.175
H -4.099 -3.748 -0.374
H -3.992 -3.180 -2.049
H -2.585 -3.884 -1.227

Record 4
19
Properties=species:S:1:pos:R:3 method="wB97M-V/def2-TZVPD" e_above_lowest_ev=6.768 multiplicity=2 homo_lumo_gap_ev="5.916 / 6.610" total_energy_ha=-268.75766 lumo_energy_ev="-14.6180 / -14.1582" charge=+2
N -0.898 1.002 0.557
C -2.228 0.429 0.354
C -2.083 -0.784 -0.660
N 1.108 -0.189 -0.083
C 1.825 0.731 -0.971
C 1.970 -0.788 0.853
H 0.150 0.341 0.331
H -0.688 1.720 1.180
H -1.715 -0.562 -1.672
H -2.512 -0.084 1.271
H -3.059 1.117 0.109
H -1.382 -1.487 -0.176
H -3.028 -1.352 -0.736
H 2.564 1.418 -0.520
H 2.305 0.140 -1.761
H 1.022 1.318 -1.445
H 2.973 -0.985 0.393
H 2.118 -0.196 1.817
H 1.558 -1.789 1.159

Record 5
8
Properties=species:S:1:pos:R:3 method="wB97M-V/def2-TZVPD" e_above_lowest_ev=1.693 homo_lumo_gap_ev=11.973 total_energy_ha=-79.72972 lumo_energy_ev=1.2508 smiles=CC
C -0.552 -0.188 -0.408
C 0.610 0.123 0.402
H -1.065 0.799 -0.537
H -0.398 -0.179 -1.576
H -1.094 -0.980 0.182
H 0.844 1.250 0.765
H 1.436 -0.369 -0.143
H 0.219 -0.456 1.315

Record 6
84
Properties=species:S:1:pos:R:3 method="wB97M-V/def2-TZVPD" e_above_lowest_ev=0.000 homo_lumo_gap_ev=8.460 total_energy_ha=-3262.51762 lumo_energy_ev=2.1036 charge=-1
O -0.252 -0.327 -0.091
H -1.078 -0.133 0.351
C 3.940 1.206 -1.843
C 2.544 1.651 -2.287
C 1.687 2.240 -1.162
O 0.993 3.305 -1.859
C 1.735 3.681 -2.913
O 1.558 4.683 -3.524
O 2.640 2.724 -3.219
H 4.496 0.911 -2.732
H 3.909 0.385 -1.137
H 4.394 2.129 -1.470
H 2.051 0.796 -2.770
H 2.303 2.593 -0.332
H 0.914 1.563 -0.783
C -2.048 2.298 -1.830
C -1.671 1.116 -2.731
C -2.754 0.043 -2.753
O -2.863 -0.315 -4.121
C -2.135 0.531 -4.877
O -2.030 0.451 -6.053
O -1.551 1.478 -4.107
H -1.332 3.094 -2.023
H -1.895 1.945 -0.811
H -3.069 2.653 -1.952
H -0.702 0.758 -2.373
H -3.714 0.413 -2.381
H -2.497 -0.774 -2.076
C 2.375 -2.221 -1.578
C 1.037 -2.931 -1.476
C -0.021 -2.316 -2.389
O -0.431 -3.394 -3.250
C 0.283 -4.488 -2.971
O 0.161 -5.511 -3.567
O 1.161 -4.286 -1.961
H 3.173 -2.807 -1.124
H 2.238 -1.266 -1.062
H 2.602 -2.067 -2.633
H 0.633 -2.917 -0.464
H 0.391 -1.519 -3.005
H -0.850 -1.990 -1.772
C 1.454 -3.269 2.684
C 0.376 -2.216 2.703
C -0.966 -2.684 2.107
O -1.907 -2.434 3.157
C -1.311 -1.904 4.220
O -1.846 -1.498 5.201
O 0.028 -1.849 4.050
H 2.320 -3.018 3.296
H 1.744 -3.416 1.643
H 1.040 -4.182 3.125
H 0.704 -1.330 2.150
H -0.940 -3.714 1.760
H -1.207 -1.963 1.324
C -3.609 -0.196 0.884
S -5.132 0.334 1.714
O -6.163 -0.651 1.236
C -4.706 -0.268 3.377
H -2.722 0.377 1.132
H -3.717 -0.001 -0.184
H -3.539 -1.280 0.962
H -4.296 0.532 3.988
H -4.010 -1.099 3.278
H -5.613 -0.700 3.794
C 4.553 -1.426 1.585
S 3.776 -0.361 2.859
O 4.853 0.538 3.408
C 2.875 0.657 1.627
H 3.822 -2.107 1.151
H 5.380 -1.981 2.021
H 4.920 -0.767 0.798
H 1.963 1.075 2.045
H 2.562 -0.035 0.842
H 3.519 1.428 1.215
C -0.789 2.307 1.949
S -0.321 4.024 2.218
O -0.987 4.479 3.491
C -1.311 4.744 0.866
H -0.237 1.641 2.609
H -0.555 2.048 0.912
H -1.852 2.110 2.086
H -0.927 4.396 -0.094
H -1.203 5.824 0.908
H -2.348 4.449 1.014

Record 7
32
Properties=species:S:1:pos:R:3 method="wB97M-V/def2-TZVPD" multiplicity=3 homo_lumo_gap_ev="5.711 / 7.331" total_energy_ha=-1102.97880 lumo_energy_ev="0.7242 / -2.0511"
C 2.134 -1.744 0.790
C 1.886 -0.515 0.430
C -1.146 1.751 1.526
C 3.505 -2.316 0.994
C 0.079 -0.418 -2.175
C -2.160 -0.685 -1.043
C -0.643 -0.830 -0.893
C -0.144 -0.047 0.298
N -2.116 2.697 1.085
N -0.286 2.320 2.500
N -0.354 1.329 0.383
O 0.209 -0.524 2.921
O -1.825 0.562 2.033
O -1.474 -1.888 1.789
S -0.761 -0.654 1.876
H 1.317 -2.430 0.974
H 2.502 0.335 0.239
H 4.276 -1.575 0.803
H 3.655 -3.168 0.332
H 3.594 -2.667 2.020
H -0.212 -1.071 -2.993
H -0.169 0.604 -2.450
H 1.153 -0.488 -2.035
H -2.433 0.343 -1.276
H -2.651 -0.988 -0.122
H -2.511 -1.323 -1.850
H -0.422 -1.880 -0.679
H -2.402 3.309 1.837
H -2.930 2.215 0.723
H -0.794 2.524 3.353
H 0.451 1.658 2.723
H -0.652 1.788 -0.468

Record 8
18
Properties=species:S:1:pos:R:3 method="wB97M-V/def2-TZVPD" e_above_lowest_ev=5.295 homo_lumo_gap_ev=9.592 total_energy_ha=-306.18890 lumo_energy_ev=-2.9412 charge=+1
C 1.702 -0.047 -2.339
C 0.369 -0.143 -1.705
C 0.776 0.348 -0.378
C -1.442 -0.841 0.923
C -0.340 -0.022 1.618
N 1.542 -0.727 -1.117
N -0.675 1.189 2.007
H 1.888 -0.544 -3.192
H 2.187 0.944 -2.184
H -0.554 -0.525 -2.047
H 1.477 1.266 -0.374
H -1.928 -0.225 0.256
H -2.142 -1.099 1.670
H -0.938 -1.715 0.501
H 0.519 -0.532 1.797
H -0.021 1.738 2.497
H -1.378 1.743 1.402
H 1.706 -1.648 -0.804

Record 9
45
Properties=species:S:1:pos:R:3 method="wB97M-V/def2-TZVPD" e_above_lowest_ev=2.996 homo_lumo_gap_ev=7.910 total_energy_ha=-1197.45686 lumo_energy_ev=-0.5599 smiles=COCn1c2ccccc2c2nc(-c3ccncc3)nc(-c3ccncc3)c21
N -5.765 2.799 -1.013
N -0.962 -5.131 0.065
N -1.676 -0.240 -0.339
N -0.684 1.861 -0.613
O 3.099 -1.286 2.009
C -1.724 1.094 -0.595
C -5.486 1.470 -1.113
C -4.716 3.619 -0.874
C -1.773 -4.251 0.666
C -0.061 -4.638 -0.827
C -0.476 -0.853 -0.033
C 0.482 1.224 -0.436
C 3.351 3.887 -0.565
C 4.309 2.942 -0.102
C -4.242 0.908 -0.882
C -3.448 3.120 -0.654
C -1.670 -2.812 0.599
C 0.133 -3.282 -0.864
C 1.999 3.336 -0.773
C 4.035 1.698 0.288
C -3.053 1.663 -0.703
C -0.526 -2.296 -0.065
C 1.709 1.975 -0.429
C 0.670 -0.076 -0.018
C 2.642 1.168 0.004
N 2.033 -0.144 0.163
C 2.503 -2.326 2.817
C 2.797 -1.321 0.560
H -6.279 0.773 -1.194
H -4.766 4.742 -0.894
H -2.691 -4.673 1.176
H 0.444 -5.260 -1.495
H 3.555 4.947 -0.879
H 5.411 3.269 -0.021
H -4.150 -0.202 -0.951
H -2.634 3.863 -0.569
H -2.459 -2.134 0.965
H 0.952 -2.952 -1.391
H 1.090 3.754 -1.143
H 4.852 1.069 0.777
H 1.419 -2.377 2.761
H 2.800 -2.148 3.846
H 2.926 -3.277 2.444
H 2.279 -2.149 0.226
H 3.751 -1.357 0.069

Record 10
13
Properties=species:S:1:pos:R:3 method="wB97M-V/def2-TZVPD" e_above_lowest_ev=0.921 homo_lumo_gap_ev=11.062 total_energy_ha=-398.03050 lumo_energy_ev=0.4867 smiles="NC(=O)O.O.O"
N -0.873 0.502 1.929
C 0.416 0.727 1.627
O 0.595 0.743 0.222
O 1.359 0.839 2.351
H -1.271 0.717 2.815
H -1.534 -0.096 1.453
H 1.209 1.492 0.171
H 0.343 -0.437 -3.117
H 0.733 0.564 -2.196
O 1.076 -0.232 -2.563
H -0.834 -2.236 -1.314
H -0.163 -1.095 -0.630
O -1.056 -1.487 -0.749

Record 11
21
Properties=species:S:1:pos:R:3 method="wB97M-V/def2-TZVPD" e_above_lowest_ev=6.327 homo_lumo_gap_ev=5.059 total_energy_ha=-274.88374 lumo_energy_ev=-1.2455
C -2.444 0.646 0.029
C -1.732 0.107 -1.258
C -0.294 0.574 -1.271
C 0.684 -0.307 -0.855
C 0.539 -1.568 -0.208
C 2.042 -0.094 -0.533
C 2.552 1.306 -0.757
H -2.743 1.669 -0.173
H -1.694 0.721 0.819
H -3.314 0.080 0.376
H -1.701 -0.981 -1.273
H -2.231 0.554 -2.114
H 0.132 1.476 -1.685
H -0.723 -1.891 5.597
H -0.447 -2.051 -0.282
H 1.316 -2.197 0.202
H 2.782 -0.764 -0.124
H -0.778 -2.478 6.060
H 3.626 1.444 -0.589
H 2.507 1.744 -1.757
H 1.921 2.010 -0.204

Record 12
18
Properties=species:S:1:pos:R:3 method="wB97M-V/def2-TZVPD" e_above_lowest_ev=0.296 multiplicity=2 homo_lumo_gap_ev="11.461 / 7.372" total_energy_ha=-347.50719 lumo_energy_ev="0.8437 / -3.0906"
C 0.565 -2.862 -0.074
C -0.699 -2.246 0.499
H 0.925 -3.721 0.485
H 0.436 -3.127 -1.126
H 1.384 -2.137 -0.076
H -0.929 -1.343 -0.077
H -0.501 -1.932 1.523
H -1.608 -2.835 0.394
C -0.021 2.309 -0.722
C -1.061 1.880 0.228
C 1.502 1.961 -0.086
O 1.957 2.811 0.650
O 1.833 0.862 -0.528
H 0.035 1.743 -1.654
H 0.118 3.339 -1.046
H -0.781 2.344 1.185
H -1.052 0.799 0.364
H -2.101 2.156 0.061

What did the fourth record say?
19
Properties=species:S:1:pos:R:3 method="wB97M-V/def2-TZVPD" e_above_lowest_ev=6.768 multiplicity=2 homo_lumo_gap_ev="5.916 / 6.610" total_energy_ha=-268.75766 lumo_energy_ev="-14.6180 / -14.1582" charge=+2
N -0.898 1.002 0.557
C -2.228 0.429 0.354
C -2.083 -0.784 -0.660
N 1.108 -0.189 -0.083
C 1.825 0.731 -0.971
C 1.970 -0.788 0.853
H 0.150 0.341 0.331
H -0.688 1.720 1.180
H -1.715 -0.562 -1.672
H -2.512 -0.084 1.271
H -3.059 1.117 0.109
H -1.382 -1.487 -0.176
H -3.028 -1.352 -0.736
H 2.564 1.418 -0.520
H 2.305 0.140 -1.761
H 1.022 1.318 -1.445
H 2.973 -0.985 0.393
H 2.118 -0.196 1.817
H 1.558 -1.789 1.159